# 1
The following is a quantum chemistry calculation of a molecular structure, C69H76As2N6O2P4PbSe2, from the OMol25 dataset.

Structure (XYZ):
```
162
Properties=species:S:1:pos:R:3:forces:R:3
Pb -0.8935 1.0566 0.4325 0.2866 -0.1157 -0.4226
C 3.8975 3.3132 -2.0653 0.0184 -0.0477 0.0000
As 2.4839 2.6498 -0.8634 -0.1673 0.0174 0.0739
C 2.7080 4.0176 0.5228 0.0649 0.0481 -0.0145
C 1.0184 3.4646 -1.9001 0.0645 0.0140 -0.0800
C 0.5417 4.7440 -1.6116 0.0005 -0.0004 0.0193
C -0.4156 5.3476 -2.4107 -0.0275 -0.0190 -0.0040
C -0.8868 4.6884 -3.5379 -0.0128 0.0292 -0.0079
C -0.4155 3.4205 -3.8337 -0.0226 -0.0111 0.0213
C 0.5136 2.7822 -3.0143 0.0232 0.0003 0.0241
As 1.0831 0.9321 -3.3980 -0.0177 0.0118 0.0046
C 1.9730 1.2897 -5.1163 0.0140 0.0027 0.0233
C -0.6024 0.2824 -4.1548 -0.0241 -0.0185 0.0369
H 3.7328 4.3692 -2.2789 0.0010 -0.0031 0.0064
H 3.8884 2.7469 -2.9958 0.0155 -0.0294 0.0105
H 4.8708 3.1843 -1.5900 0.0003 -0.0225 -0.0004
H 3.1714 4.9240 0.1310 -0.0157 0.0050 -0.0134
H 3.3320 3.6018 1.3141 0.0160 -0.0001 -0.0008
H 1.7397 4.2596 0.9569 0.0138 -0.0279 0.0236
H 0.9137 5.2774 -0.7466 -0.0019 0.0069 -0.0238
H -0.7817 6.3366 -2.1620 0.0108 0.0075 -0.0044
H -1.6128 5.1643 -4.1869 -0.0002 -0.0013 0.0009
H -0.7759 2.9242 -4.7271 -0.0138 -0.0135 0.0081
H 1.3986 2.0074 -5.7026 0.0031 -0.0138 -0.0139
H 2.0572 0.3535 -5.6686 0.0000 -0.0144 0.0120
H 2.9760 1.6778 -4.9451 0.0040 0.0136 -0.0041
H -0.8939 0.8329 -5.0496 0.0014 0.0054 0.0011
H -1.3819 0.3610 -3.3953 0.0075 0.0029 -0.0155
H -0.4775 -0.7668 -4.4160 0.0155 -0.0271 -0.0032
Se 0.9706 1.0246 2.7225 0.0432 0.0285 0.0707
P -0.0170 2.8881 3.1752 -0.0353 -0.0535 0.0249
Se -1.0429 3.7256 1.4356 0.0077 0.0640 0.0770
C 1.1968 4.1038 3.7759 0.0163 -0.0013 -0.0713
C 0.9202 5.4648 3.6901 -0.0010 -0.0012 0.0229
C 1.8408 6.3887 4.1586 0.0033 0.0023 0.0000
C 3.0386 5.9567 4.7128 -0.0011 0.0041 0.0122
C 3.3122 4.5998 4.8037 0.0042 0.0064 -0.0131
C 2.3947 3.6716 4.3329 -0.0139 -0.0070 0.0079
C -1.1852 2.7194 4.5529 -0.0230 -0.0059 -0.0384
C -0.9542 1.7600 5.5339 0.0219 0.0151 0.0213
C -1.8028 1.6706 6.6264 -0.0105 -0.0105 -0.0203
C -2.8854 2.5306 6.7347 -0.0122 0.0022 0.0011
C -3.1185 3.4856 5.7553 0.0072 0.0006 0.0054
C -2.2706 3.5831 4.6632 0.0025 0.0043 0.0166
H -0.0079 5.8013 3.2431 0.0034 0.0009 -0.0075
H 1.6275 7.4473 4.0851 -0.0054 -0.0008 -0.0009
H 3.7596 6.6801 5.0716 -0.0005 -0.0002 0.0024
H 4.2466 4.2619 5.2336 0.0027 -0.0063 0.0020
H 2.6156 2.6118 4.3777 0.0070 0.0025 -0.0101
H -0.1246 1.0716 5.4293 -0.0041 -0.0116 -0.0058
H -1.6436 0.9028 7.3702 0.0015 -0.0120 0.0017
H -3.5619 2.4393 7.5744 0.0025 0.0046 0.0021
H -3.9709 4.1481 5.8347 -0.0017 -0.0023 -0.0045
H -2.4630 4.3134 3.8872 -0.0028 -0.0091 -0.0082
C 3.2655 -7.4219 -0.7998 -0.0052 0.0159 -0.0032
C 2.8540 -6.5362 0.3894 -0.0032 0.0200 -0.0058
C 3.0666 -7.3075 1.7028 -0.0094 0.0197 0.0096
C 3.7127 -5.2813 0.3917 0.0193 -0.0137 -0.0026
C 5.0933 -5.3802 0.5279 0.0069 0.0106 -0.0125
C 5.9109 -4.2628 0.5034 -0.0124 -0.0030 0.0099
C 5.3434 -3.0124 0.3309 0.0091 -0.0247 0.0079
C 3.9693 -2.8636 0.1957 -0.0416 0.0181 0.0239
P 3.2288 -1.1819 -0.0715 0.0196 -0.0028 0.0154
C 3.9720 -0.3771 1.4088 0.0844 -0.1779 -0.0021
C 4.5405 0.8898 1.4888 -0.0825 0.0795 -0.0103
C 4.9676 1.4057 2.7075 0.0065 0.0034 -0.0374
C 4.8199 0.6718 3.8720 -0.0096 -0.0362 -0.0099
C 4.2209 -0.5805 3.8144 -0.0262 0.0501 0.0232
C 3.8017 -1.0930 2.5999 0.0597 0.0183 0.0128
C 4.2523 -0.8274 -1.5604 -0.1372 0.0929 -0.0953
C 3.8050 -1.5252 -2.6891 -0.0604 0.0457 0.0087
C 4.4425 -1.4076 -3.9093 0.0509 0.0130 -0.0275
C 5.5463 -0.5707 -4.0381 -0.0346 -0.0229 -0.0037
C 5.9949 0.1314 -2.9339 0.0010 0.0325 0.0399
C 5.3534 0.0045 -1.7038 0.0800 -0.0282 0.0198
C 3.1727 -4.0075 0.2370 0.0068 -0.0071 -0.0132
O 1.8258 -3.7940 0.1096 -0.0265 -0.0002 -0.0165
C 0.9559 -4.8513 0.1427 0.0774 0.0560 0.0122
C -0.3928 -4.5200 0.0398 -0.0448 0.1116 -0.0318
C -1.3297 -5.5433 0.0270 -0.0153 -0.0488 0.0249
C -0.9342 -6.8668 0.1226 0.0376 0.0185 0.0040
C 0.4132 -7.1647 0.2403 -0.0322 0.0260 -0.0057
C 1.3849 -6.1691 0.2555 0.0141 -0.0807 0.0015
P -0.9361 -2.7525 -0.1132 -0.1654 -0.0040 0.0929
C -1.5230 -2.9054 -1.8568 0.0898 -0.0868 0.0532
C -2.7974 -2.8081 -2.4038 0.0080 0.1020 -0.0164
C -3.0051 -3.0148 -3.7646 0.0187 0.0214 -0.0196
C -1.9492 -3.3387 -4.5984 -0.0430 -0.0084 0.0039
C -0.6677 -3.4260 -4.0684 0.0334 0.0292 0.0017
C -0.4589 -3.1900 -2.7223 0.0123 0.0061 -0.0262
C -2.3134 -2.8792 1.1026 0.0065 -0.0097 -0.0330
C -1.8326 -3.0684 2.4043 -0.0103 0.0045 -0.0176
C -2.6932 -3.2419 3.4716 0.0221 -0.0204 0.0218
C -4.0679 -3.2127 3.2665 -0.0169 0.0511 -0.0087
C -4.5583 -2.9851 1.9941 0.0185 0.0343 0.0044
C -3.6886 -2.8178 0.9195 0.0235 -0.0633 -0.0305
H 4.3163 -7.7049 -0.7257 -0.0026 -0.0048 0.0002
H 3.1195 -6.8889 -1.7403 0.0046 -0.0067 -0.0032
H 2.6701 -8.3353 -0.8275 0.0025 -0.0034 0.0035
H 4.1122 -7.5932 1.8217 0.0019 -0.0028 -0.0031
H 2.4668 -8.2180 1.7189 0.0035 -0.0039 0.0002
H 2.7793 -6.6932 2.5569 0.0018 -0.0062 0.0050
H 5.5415 -6.3587 0.6490 -0.0001 0.0012 0.0048
H 6.9820 -4.3688 0.6129 0.0037 0.0023 -0.0061
H 5.9729 -2.1306 0.2999 0.0029 -0.0061 0.0031
H 4.6225 1.5140 0.6116 0.0676 -0.0409 -0.0982
H 5.4157 2.3916 2.7394 -0.0108 0.0122 -0.0028
H 5.1602 1.0723 4.8186 -0.0063 0.0057 0.0120
H 4.0716 -1.1549 4.7198 0.0090 -0.0113 -0.0027
H 3.3315 -2.0699 2.5735 0.0271 0.0079 0.0172
H 2.9372 -2.1724 -2.6013 -0.0029 0.0228 0.0111
H 4.0785 -1.9636 -4.7645 -0.0003 -0.0087 0.0019
H 6.0525 -0.4750 -4.9901 -0.0105 0.0127 -0.0048
H 6.8575 0.7810 -3.0186 -0.0027 0.0058 0.0034
H 5.7531 0.5447 -0.8596 -0.0083 0.0397 0.1150
H -2.3821 -5.2961 -0.0482 -0.0012 -0.0024 -0.0034
H -1.6698 -7.6599 0.1122 -0.0014 -0.0021 0.0000
H 0.7191 -8.2003 0.3222 0.0009 -0.0010 0.0015
H -3.6521 -2.5671 -1.7947 -0.0229 0.0308 0.0294
H -4.0076 -2.9305 -4.1658 -0.0028 -0.0118 0.0008
H -2.1191 -3.5176 -5.6523 0.0013 0.0045 -0.0030
H 0.1713 -3.6672 -4.7097 0.0051 0.0034 0.0056
H 0.5495 -3.2373 -2.3207 -0.0089 -0.0334 -0.0119
H -0.7607 -3.0818 2.5782 -0.0017 -0.0002 0.0112
H -2.3012 -3.3750 4.4711 -0.0052 0.0085 -0.0057
H -4.7417 -3.3300 4.1046 0.0073 0.0104 0.0105
H -5.6269 -2.9296 1.8261 -0.0056 -0.0134 -0.0044
H -4.1181 -2.6382 -0.0511 -0.0001 -0.0507 -0.0404
C -4.8215 4.3296 -2.9445 0.0009 -0.0195 -0.0063
N -4.2345 3.5852 -1.8418 0.0108 -0.0143 -0.0107
C -3.7894 4.3527 -0.6888 0.0414 0.0261 0.0096
P -4.0714 1.9465 -1.8111 -0.1806 -0.1622 0.1671
O -2.6928 1.4635 -1.5098 0.1024 0.1289 0.0635
N -5.1218 1.4144 -0.6545 -0.0149 0.0277 -0.0980
C -4.9576 0.0993 -0.0556 -0.0675 0.0021 -0.0605
C -6.3867 2.0582 -0.3613 0.0218 0.0488 0.0578
N -4.6064 1.4173 -3.2839 -0.0283 0.0725 -0.0069
C -5.9203 0.8641 -3.5356 0.0042 -0.0029 0.0162
C -3.8106 1.6445 -4.4754 0.0056 -0.0672 -0.0106
H -4.7944 5.3886 -2.6909 -0.0185 0.0009 0.0057
H -5.8659 4.0568 -3.1245 0.0071 -0.0110 -0.0051
H -4.2682 4.2073 -3.8760 0.0223 -0.0017 -0.0162
H -2.8838 4.9254 -0.9101 -0.0029 -0.0095 0.0061
H -3.5719 3.6826 0.1416 0.0074 -0.0062 0.0062
H -4.5738 5.0417 -0.3627 -0.0083 -0.0053 -0.0018
H -3.9895 -0.3111 -0.3292 -0.0042 0.0219 0.0391
H -5.7463 -0.5864 -0.3937 -0.0035 0.0038 -0.0169
H -4.9979 0.1671 1.0332 -0.0234 -0.0249 -0.0436
H -6.4506 3.0190 -0.8690 -0.0022 -0.0063 0.0045
H -6.4794 2.2310 0.7145 0.0015 -0.0096 0.0032
H -7.2369 1.4413 -0.6751 0.0007 -0.0083 -0.0078
H -6.4170 0.6119 -2.6026 -0.0012 0.0059 0.0090
H -5.8276 -0.0520 -4.1263 -0.0017 0.0014 -0.0096
H -6.5553 1.5625 -4.0943 -0.0029 -0.0034 0.0012
H -2.8626 2.1049 -4.2059 0.0278 0.0077 0.0057
H -4.3350 2.2985 -5.1814 -0.0092 0.0040 0.0043
H -3.5989 0.6971 -4.9795 0.0282 -0.0019 0.0019
N -3.4105 -1.1749 6.0598 -0.0246 -0.0262 -0.0196
C -3.5211 -0.5758 5.0741 0.2097 -0.1051 0.0391
N -3.7359 0.1445 4.0029 -0.4413 0.2317 0.0673
C -3.0425 0.2817 2.9601 0.2537 0.0186 -0.1247
N -2.5265 0.5075 1.9299 -0.1533 -0.1289 0.1771
```
Positions in Å, forces in eV/Å.

Calculated values
LUMO (eV): 0.45
E_HOMO (eV): -7.81
Total energy (hartree): -13986.77332
Kohn-Sham gap (Ha): 0.3035

***

# 2
The following is a quantum chemistry calculation of a molecular structure, C40H48N7S3SiTa, from the OMol25 dataset.

Structure (XYZ):
```
100
Properties=species:S:1:pos:R:3:forces:R:3
Ta 0.1592 -0.4952 -0.2162 -0.6804 -0.0279 0.5384
C 1.9809 0.2292 5.3469 -0.0259 -0.0202 0.0037
S 0.7030 1.0583 4.3826 0.0697 0.0156 -0.0133
C 0.8377 0.2557 2.8748 0.0982 0.0281 0.0501
S -0.2377 0.9000 1.6351 0.1930 0.0377 -0.0276
N 1.6793 -0.6962 2.6487 -0.0198 0.0366 0.0758
N 1.5721 -1.1865 1.3673 0.1214 -0.0357 -0.0943
C 2.3877 -2.1331 1.0675 0.0363 -0.0071 0.0168
C 2.2324 -2.7716 -0.2271 -0.0198 -0.0787 0.0171
C 3.0365 -3.8003 -0.6592 -0.0320 -0.0177 0.0557
C 2.7600 -4.3859 -1.8912 -0.0425 -0.0187 -0.0412
C 1.6976 -3.9148 -2.6408 0.0593 -0.0337 0.0133
C 0.9434 -2.8641 -2.1486 -0.0788 0.0528 -0.0152
N 1.1916 -2.3044 -0.9607 0.0099 -0.1167 0.0155
H 2.0650 0.7972 6.2707 -0.0214 -0.0039 0.0047
H 2.9267 0.2511 4.8132 -0.0004 0.0138 -0.0074
H 1.6897 -0.7941 5.5677 0.0115 -0.0068 -0.0145
H 3.1274 -2.4715 1.7850 -0.0034 0.0139 0.0037
H 3.8623 -4.1353 -0.0476 -0.0111 0.0002 0.0060
H 3.3746 -5.1979 -2.2558 -0.0037 -0.0050 -0.0059
H 1.4510 -4.3389 -3.6034 0.0015 -0.0129 -0.0005
H 0.1188 -2.4567 -2.7175 0.0116 -0.0066 0.0604
C -2.0446 -1.9671 -3.7446 -0.0421 0.0721 0.1224
C -3.1537 -2.5627 -2.8784 0.0850 0.0469 -0.0184
C -2.7137 -3.3877 -1.6814 -0.0448 -0.0210 0.0260
C -3.0097 -4.7455 -1.6905 0.0049 -0.0257 0.0641
C -2.7495 -5.5539 -0.5923 -0.0127 0.0651 -0.0637
C -2.1847 -5.0056 0.5412 0.1008 0.0115 0.0325
C -1.8278 -3.6586 0.5889 0.0823 -0.1053 0.1276
C -1.2323 -3.1050 1.8661 0.0041 -0.0919 -0.0421
C -0.0465 -3.9129 2.3940 -0.0459 -0.0317 -0.0330
C -2.0904 -2.8698 -0.5290 -0.0910 0.1284 -0.0562
N -1.7720 -1.4580 -0.4901 0.0754 0.0619 -0.3598
C -2.7755 -0.6023 -0.5824 0.1699 0.1818 -0.1649
C -2.4509 0.7315 -0.8398 0.0956 -0.4033 -0.0920
C -3.1576 1.9095 -1.0545 0.0318 0.0451 0.0513
C -2.2100 2.9064 -1.3176 -0.0826 -0.0033 0.0304
C -0.9639 2.3149 -1.2473 -0.0270 -0.0097 0.0964
N -1.0778 0.9750 -0.9885 -0.0807 0.3880 -0.1918
H -2.4672 -1.4950 -4.6302 -0.0041 -0.0209 -0.0146
H -1.3458 -2.7349 -4.0797 -0.0337 -0.0194 -0.0601
H -1.4977 -1.1860 -3.2051 0.0445 -0.0169 -0.0453
H -3.7750 -3.2130 -3.4929 0.0261 0.0008 -0.0474
H -3.8202 -1.7517 -2.5770 -0.0112 -0.0210 0.0728
H -3.4884 -5.1694 -2.5639 -0.0060 -0.0070 -0.0061
H -3.0164 -6.6016 -0.6151 -0.0005 -0.0028 -0.0037
H -2.0276 -5.6246 1.4150 0.0168 -0.0202 -0.0133
H -2.0071 -3.0934 2.6376 -0.0307 0.0715 -0.0168
H -0.9620 -2.0509 1.7336 0.0656 -0.0020 0.0354
H -0.3700 -4.8919 2.7433 0.0025 -0.0028 0.0312
H 0.4302 -3.4082 3.2358 0.0034 0.0131 -0.0305
H 0.6952 -4.0972 1.6136 0.0085 0.0232 0.0028
H -3.7973 -0.9490 -0.4754 -0.0178 -0.0135 -0.0128
H -4.2302 2.0206 -1.0262 -0.0105 -0.0058 0.0109
H -2.4019 3.9465 -1.5189 0.0112 0.0065 -0.0088
H 0.0036 2.7844 -1.3395 -0.0020 -0.0071 -0.0290
C 0.4592 7.7776 4.7645 -0.0146 -0.0102 0.0033
C 0.9112 6.3379 4.9700 -0.0515 0.0100 0.0305
N 1.0166 5.5870 3.7261 0.0865 0.0049 -0.0723
C 0.0290 4.9446 3.0750 -0.0810 0.0479 -0.0287
S 0.3346 4.2688 1.5530 0.0934 -0.0149 0.0131
N -1.1639 4.8615 3.6863 -0.0191 0.0088 -0.0079
C -2.3611 4.2915 3.0791 0.0225 -0.0348 0.0020
C -3.0820 5.2688 2.1644 0.0003 0.0005 -0.0004
H 0.3785 8.2936 5.7208 -0.0001 -0.0024 0.0042
H -0.5122 7.8177 4.2695 -0.0047 0.0140 0.0003
H 1.1733 8.3207 4.1459 -0.0038 -0.0038 -0.0070
H 0.2405 5.8109 5.6515 0.0130 -0.0351 -0.0008
H 1.8890 6.3039 5.4503 0.0122 0.0389 -0.0371
H 1.8368 5.7310 3.1572 -0.0172 -0.0705 0.0828
H -1.3068 5.4081 4.5192 0.0064 0.0136 0.0186
H -3.0105 3.9745 3.8960 -0.0001 0.0050 0.0049
H -2.0567 3.4027 2.5270 -0.0073 0.0153 0.0010
H -3.3642 6.1740 2.7034 -0.0086 -0.0014 0.0009
H -3.9939 4.8162 1.7732 -0.0080 -0.0040 -0.0071
H -2.4413 5.5469 1.3281 0.0105 0.0049 0.0075
C 3.2776 5.1064 -1.7524 -0.0169 -0.0158 -0.0227
C 2.7468 4.5327 -2.8998 0.0075 0.0111 0.0264
C 2.3370 3.2087 -2.8825 0.0110 -0.0354 -0.0436
C 2.4471 2.4406 -1.7173 -0.1047 -0.0493 -0.0513
C 2.9643 3.0396 -0.5681 -0.0767 0.0066 0.0575
C 3.3821 4.3604 -0.5879 0.0038 0.0262 0.0240
Si 2.0268 0.6302 -1.8035 0.1240 -0.0493 0.0607
C 3.5782 -0.4183 -1.5698 0.0126 0.0503 -0.1032
C 4.0242 -1.2542 -2.5948 0.0074 0.0494 -0.0174
C 5.1820 -2.0122 -2.4525 0.0116 0.0199 0.0129
C 5.9131 -1.9504 -1.2754 -0.0033 0.0198 -0.0090
C 5.4917 -1.1152 -0.2463 0.0185 -0.0202 -0.0076
C 4.3405 -0.3562 -0.3971 0.0017 -0.0051 0.0281
H 3.6025 6.1382 -1.7653 0.0023 0.0023 0.0028
H 2.6589 5.1135 -3.8083 0.0039 0.0003 -0.0030
H 1.9412 2.7672 -3.7904 -0.0044 -0.0027 0.0059
H 3.0165 2.4917 0.3665 0.0257 -0.0188 0.0031
H 3.7764 4.8131 0.3116 -0.0117 -0.0043 0.0067
H 1.4953 0.3267 -3.1623 -0.0145 -0.0858 0.0010
H 3.4773 -1.3031 -3.5306 -0.0002 0.0139 0.0023
H 5.5226 -2.6349 -3.2701 0.0074 -0.0083 -0.0062
H 6.8236 -2.5254 -1.1695 0.0028 -0.0089 0.0037
H 6.0763 -1.0370 0.6617 0.0075 0.0029 0.0010
H 4.0470 0.3065 0.4115 -0.0022 0.0226 -0.0143
```
Positions in Å, forces in eV/Å.

Calculated values
Charge: +2
LUMO (eV): -7.36
E_HOMO (eV): -12.02
Energy relative to the best compared isomer or geometry (same formula, charge and spin) (kcal per mole): 42.3
Total energy (hartree): -3476.98727
Kohn-Sham gap (Ha): 0.1713

***

Across the entries above, molecular weight takes the values 1660.3, 932.1 g mol⁻¹, respectively.